No. 1
A molecular structure, C5H13N4 in a non-equilibrium geometry. Source: the Open Molecules 2025 dataset; level of theory: the ωB97M-V functional and the def2-TZVPD basis.

Geometry as XYZ:
```
22
C5H13N4, DFT the ωB97M-V functional and the def2-TZVPD basis
C 0.030 0.308 0.217
C 1.009 2.156 0.865
C 1.490 -0.775 -1.328
C -1.456 -1.802 1.032
C -2.431 -0.308 -0.647
N -0.166 1.402 0.877
N 1.285 0.025 -0.124
N -1.290 -1.074 -0.261
N 2.084 1.166 0.148
H 0.729 3.157 0.346
H 1.347 2.473 1.883
H 2.452 -0.658 -1.737
H 1.509 -1.846 -1.080
H 0.819 -0.653 -2.170
H -0.683 -2.435 1.298
H -1.532 -1.165 1.977
H -2.353 -2.406 0.840
H -2.251 0.325 -1.457
H -3.162 -1.016 -1.107
H -2.790 0.420 0.261
H 2.496 1.729 -0.648
H 2.863 0.975 0.815
```

E_LUMO: -3.62 eV
HOMO-LUMO gap: 9.45 eV
E: -11344.3841 eV
total charge: +1
highest occupied orbital energy: -13.1 eV
relative energy (zero: lowest compared OMol25 entry of this formula, charge and spin): 552.63 kJ/mol



No. 2
3 unconnected molecules or ions with the total composition C5H16O2S in a non-equilibrium geometry. Source: the Open Molecules 2025 dataset; level of theory: the ωB97M-V functional and the def2-TZVPD basis.

Geometry as XYZ:
```
24
C5H16O2S, DFT the ωB97M-V functional and the def2-TZVPD basis
C -2.493 1.159 0.945
C -1.176 1.724 0.286
C 0.114 1.164 0.792
C 1.382 1.249 -0.056
S 1.191 0.867 -1.757
C 1.511 -0.904 -1.660
H -3.018 0.601 0.182
H -2.341 0.523 1.813
H -3.107 2.022 1.173
H -1.309 2.782 0.130
H -1.253 1.349 -0.743
H 0.081 0.129 1.178
H 0.337 1.503 1.837
H 1.756 2.306 -0.095
H 2.175 0.783 0.502
H 2.558 -1.028 -1.375
H 1.331 -1.465 -2.587
H 0.926 -1.328 -0.814
O -1.721 -1.813 1.509
H -2.489 -2.245 1.878
H -2.001 -0.940 1.222
O 0.633 -3.113 0.921
H -0.278 -3.309 0.685
H 0.563 -2.632 1.743
```

E_LUMO: 0.58 eV
SMILES: CCCCSC.O.O
HOMO-LUMO gap: 8.83 eV
E: -20373.8842 eV
highest occupied orbital energy: -8.2 eV
relative energy (zero: lowest compared OMol25 entry of this formula, charge and spin): 120.61 kJ/mol



No. 3
C17H22N2O4S in the gas phase in a non-equilibrium geometry. Source: the Open Molecules 2025 dataset; level of theory: the ωB97M-V functional and the def2-TZVPD basis.

Geometry as XYZ:
```
46
C17H22N2O4S, DFT the ωB97M-V functional and the def2-TZVPD basis
C 3.099 -2.493 -1.183
C 1.696 -2.023 -1.544
C 1.112 -1.105 -0.471
O 1.899 0.080 -0.428
C 1.451 1.022 0.417
O 0.499 0.837 1.151
C 2.262 2.224 0.338
C 3.381 2.409 -0.471
C 3.829 3.701 -0.215
S 5.073 4.811 -0.680
C 4.419 6.003 0.403
C 3.319 5.599 1.089
C 2.973 4.274 0.740
N 2.025 3.368 1.071
C 0.965 3.608 2.013
C -0.334 -0.733 -0.843
O -0.583 0.103 -1.685
N -1.271 -1.444 -0.194
C -2.681 -1.312 -0.463
C -3.287 -2.696 -0.749
C -4.807 -2.638 -0.924
C -5.302 -2.836 0.507
C -4.246 -3.784 1.079
O -3.045 -3.561 0.354
H 3.505 -3.111 -1.979
H 3.752 -1.637 -1.037
H 3.083 -3.077 -0.265
H 1.028 -2.878 -1.664
H 1.716 -1.465 -2.481
H 1.136 -1.583 0.517
H 3.788 1.685 -1.145
H 4.909 6.954 0.461
H 2.794 6.212 1.798
H 1.380 3.797 3.005
H 0.320 2.734 2.051
H 0.382 4.478 1.704
H -1.024 -2.128 0.504
H -3.180 -0.860 0.402
H -2.787 -0.654 -1.327
H -2.778 -3.126 -1.620
H -5.142 -3.460 -1.557
H -5.131 -1.698 -1.363
H -5.299 -1.889 1.046
H -6.301 -3.262 0.555
H -4.544 -4.832 0.942
H -4.052 -3.613 2.141
```

E_LUMO: 0.73 eV
SMILES: CC[C@@H](OC(=O)c1cc2sccc2n1C)C(=O)NC[C@@H]1CCCO1
HOMO-LUMO gap: 8.68 eV
E: -39992.0467 eV
highest occupied orbital energy: -7.9 eV
relative energy (zero: lowest compared OMol25 entry of this formula, charge and spin): 137.16 kJ/mol



No. 4
2 unconnected molecules or ions with the total composition C5H14NO2P in a non-equilibrium geometry. Source: the Open Molecules 2025 dataset; level of theory: the ωB97M-V functional and the def2-TZVPD basis.

Geometry as XYZ:
```
23
C5H14NO2P, DFT the ωB97M-V functional and the def2-TZVPD basis
C -2.048 1.308 0.858
C -2.280 -0.022 -1.210
C -0.543 -0.688 0.532
C -1.289 0.468 -0.120
C 0.641 -1.276 -0.273
N 1.479 -2.137 0.364
O 3.069 1.192 -1.312
O 3.576 -0.291 0.631
P 2.522 0.609 0.136
H -2.822 0.672 1.446
H -1.302 1.591 1.755
H -2.330 2.333 0.513
H -3.127 -0.518 -0.559
H -1.823 -0.822 -1.893
H -2.918 0.757 -1.777
H -0.202 -0.288 1.486
H -1.219 -1.489 0.602
H -0.497 1.194 -0.710
H 0.713 -1.004 -1.350
H 1.140 -2.368 1.236
H 3.991 0.933 -1.389
H 2.468 -2.042 0.423
H 2.798 1.887 0.613
```

E_LUMO (alpha / beta): 0.96 / -2.12 eV
HOMO-LUMO gap (alpha / beta): 7.09 / 8.15 eV
E: -20282.1229 eV
2S+1: 3
highest occupied orbital energy (alpha / beta): -6.1 / -10.3 eV
⟨S²⟩: 2.008
relative energy (zero: lowest compared OMol25 entry of this formula, charge and spin): 0.00 kJ/mol



No. 5
19 unconnected molecules or ions with the total composition C2H41O19 in a non-equilibrium geometry. Source: the Open Molecules 2025 dataset; level of theory: the ωB97M-V functional and the def2-TZVPD basis.

Geometry as XYZ:
```
62
C2H41O19, DFT the ωB97M-V functional and the def2-TZVPD basis
C 0.418 -0.059 -0.060
C -1.016 -0.514 0.001
O -1.292 -0.854 1.353
H 0.699 0.689 0.720
H 0.533 0.397 -1.067
H 1.170 -0.849 0.024
H -1.257 -1.304 -0.647
H -1.631 0.296 -0.297
O 1.005 -1.874 2.402
H 0.996 -1.502 3.348
H 0.241 -1.523 1.945
O -3.317 -1.806 -2.351
H -2.705 -1.198 -2.770
H -2.909 -2.620 -2.263
O -3.963 1.416 -1.246
H -4.404 0.915 -1.898
H -3.518 0.865 -0.604
O 0.030 -3.324 -1.565
H -0.490 -3.371 -0.761
H -0.193 -4.017 -2.184
O 3.013 0.986 1.295
H 2.702 1.896 1.190
H 2.666 0.592 0.476
O 3.431 -1.957 1.366
H 3.547 -1.385 0.640
H 2.553 -1.677 1.593
O 2.154 3.409 0.793
H 1.719 3.266 -0.069
H 2.870 3.979 0.539
O -0.813 1.627 2.476
H 0.065 1.852 2.682
H -0.831 0.809 2.018
O -1.784 3.019 0.145
H -1.268 2.702 0.881
H -1.408 2.522 -0.569
O 0.905 -1.309 -3.164
H 0.111 -0.832 -3.424
H 0.568 -1.987 -2.575
O 1.096 1.700 -3.731
H 0.269 1.896 -3.246
H 1.739 1.464 -3.109
O -1.848 -3.263 0.400
H -1.629 -2.339 0.631
H -2.039 -3.769 1.185
O -3.681 -0.019 1.293
H -2.727 -0.306 1.380
H -3.657 0.855 1.648
O 3.138 -1.110 -1.318
H 2.229 -1.110 -1.585
H 3.520 -1.404 -2.141
O 3.025 1.921 -1.592
H 3.667 1.461 -2.128
H 3.550 2.421 -1.004
O 1.584 1.516 3.764
H 1.179 0.791 4.306
H 2.168 1.072 3.196
O -1.445 2.123 -2.493
H -1.426 3.062 -2.719
H -2.355 1.922 -2.456
O -2.037 -2.034 3.766
H -1.489 -2.473 4.410
H -1.430 -1.651 3.173
```

E_LUMO: 2.09 eV
HOMO-LUMO gap: 8.15 eV
E: -41644.5551 eV
total charge: -1
highest occupied orbital energy: -6.1 eV
relative energy (zero: lowest compared OMol25 entry of this formula, charge and spin): 88.83 kJ/mol



No. 6
C6H10N2 in the gas phase in a non-equilibrium geometry. Source: the Open Molecules 2025 dataset; level of theory: the ωB97M-V functional and the def2-TZVPD basis.

Geometry as XYZ:
```
18
C6H10N2, DFT the ωB97M-V functional and the def2-TZVPD basis
C 0.729 0.938 -1.959
C 0.508 0.348 -0.788
C 1.334 -0.825 -0.190
N 0.371 -1.600 0.732
C -0.863 -0.983 0.254
C -2.011 -0.028 0.461
C -0.553 0.472 0.243
N -0.031 0.883 1.523
H 1.580 0.548 -2.587
H 0.190 1.827 -2.259
H 2.263 -0.548 0.345
H 1.549 -1.512 -0.965
H 0.580 -1.345 1.675
H -0.961 -1.328 -0.773
H -2.791 -0.026 -0.319
H -2.361 0.249 1.420
H 0.958 1.205 1.346
H -0.491 1.724 1.842
```

E_LUMO: 0.98 eV
SMILES: C=C1CN[C@H]2C[C@]12N
HOMO-LUMO gap: 9.04 eV
E: -9359.8265 eV
highest occupied orbital energy: -8.1 eV
relative energy (zero: lowest compared OMol25 entry of this formula, charge and spin): 444.84 kJ/mol



No. 7
A molecular structure, C26H37N2SeW in a non-equilibrium geometry. Source: the Open Molecules 2025 dataset; level of theory: the ωB97M-V functional and the def2-TZVPD basis.

Geometry as XYZ:
```
67
C26H37N2SeW, DFT the ωB97M-V functional and the def2-TZVPD basis
C 1.253 -2.694 0.269
C 2.220 -1.991 -0.538
C 1.670 -1.843 -1.853
C 0.316 -2.345 -1.831
C 0.076 -2.907 -0.525
W 0.396 -0.674 -0.287
C -1.822 1.814 -0.597
C -1.410 0.649 0.360
H -1.344 1.022 1.395
C -1.669 -0.756 0.239
H -2.274 -1.170 -0.585
H -1.684 -1.310 1.185
C -2.584 2.921 0.109
H -1.974 3.393 0.889
H -2.878 3.716 -0.592
H -3.490 2.533 0.604
C -2.688 1.298 -1.785
H -2.146 0.535 -2.364
H -3.663 0.897 -1.480
H -2.845 2.138 -2.479
C 3.626 -1.649 -0.143
H 3.743 -1.612 0.953
H 4.313 -2.414 -0.539
H 3.929 -0.678 -0.558
C 2.499 -1.493 -3.037
H 2.870 -0.464 -2.992
H 3.382 -2.145 -3.095
H 1.935 -1.616 -3.963
C -0.641 -2.371 -2.964
H -0.445 -1.565 -3.674
H -0.575 -3.324 -3.501
H -1.672 -2.266 -2.611
C -1.123 -3.693 -0.105
H -2.009 -3.396 -0.667
H -0.960 -4.762 -0.280
H -1.337 -3.565 0.963
C 1.533 -3.262 1.627
H 0.606 -3.608 2.106
H 2.211 -4.131 1.547
H 2.019 -2.518 2.278
C 0.217 1.267 -1.562
C -0.840 2.327 -1.399
C 0.802 1.257 -2.895
C -0.630 3.546 -1.986
H 1.101 1.497 -0.916
C 0.622 2.370 -3.710
H 1.088 0.293 -3.288
C 0.033 3.551 -3.245
H -1.147 4.452 -1.652
H 1.001 2.311 -4.727
H 0.018 4.430 -3.897
C 1.018 3.252 2.801
N 0.361 2.147 3.471
C -0.471 2.205 4.581
C -0.894 0.981 4.834
N -0.345 0.132 3.881
C -0.603 -1.288 3.778
C 0.412 0.866 3.010
Se 1.531 0.322 1.541
H 1.074 4.094 3.495
H 0.462 3.568 1.906
H 2.027 2.951 2.494
H -0.648 3.167 5.093
H -1.540 0.571 5.626
H -0.702 -1.704 4.791
H -1.534 -1.482 3.229
H 0.224 -1.781 3.263
```

E_LUMO (alpha / beta): -11.38 / -11.38 eV
HOMO-LUMO gap (alpha / beta): 6.47 / 6.47 eV
E: -97684.6823 eV
total charge: +3
highest occupied orbital energy (alpha / beta): -17.9 / -17.9 eV



No. 8
C2H4N4O in the gas phase in a non-equilibrium geometry. Source: the Open Molecules 2025 dataset; level of theory: the ωB97M-V functional and the def2-TZVPD basis.

Geometry as XYZ:
```
11
C2H4N4O, DFT the ωB97M-V functional and the def2-TZVPD basis
H -1.887 2.391 0.592
N -1.628 1.726 -0.116
C -0.698 0.798 0.139
N -0.148 0.157 1.367
C 0.343 -0.977 1.022
N 0.383 -1.166 -0.502
O 1.863 -0.908 -0.934
N -0.275 -0.088 -0.965
H 0.917 -1.534 1.735
H 2.078 -0.024 -0.684
H -0.948 -0.374 -1.653
```

E_LUMO: -0.47 eV
SMILES: [H]/N=c1\ncn(O)[nH]1
HOMO-LUMO gap: 9.20 eV
E: -10142.7039 eV
highest occupied orbital energy: -9.7 eV
relative energy (zero: lowest compared OMol25 entry of this formula, charge and spin): 427.52 kJ/mol